The following is a quantum chemistry calculation of a structure of composition C22H24FN5O, from the Open Molecules 2025 dataset.

Positions of all 53 atoms, in Å:
C  -1.15427  1.94226  4.16632
N  -1.28034  1.31698  2.79751
C  -1.17997  -0.06833  2.54154
C  -1.29577  -0.17527  1.30272
C  -1.34444  1.32685  0.79794
N  -1.34963  2.02007  1.89480
C  -1.56204  1.54677  -0.39129
C  -2.24659  1.16534  -1.49167
C  -2.36564  1.66219  -2.72991
C  -1.64925  2.66550  -3.16747
C  -0.52174  2.95052  -2.25081
C  -0.39365  2.58870  -0.94442
H  0.10991  3.18909  -0.29227
H  0.02995  3.81051  -2.59573
H  -1.61713  3.13891  -4.16065
H  -3.30624  1.17079  -3.28691
F  -3.37389  0.21053  -1.07460
C  -1.21725  -1.51577  0.68010
N  0.29045  -1.68190  -0.01657
C  1.16533  -2.04562  1.20378
H  0.82695  -1.72521  2.15202
C  2.39511  -1.13219  1.15510
N  2.02224  0.25040  1.40060
C  2.22381  0.54705  2.77621
O  2.17396  1.72293  3.15541
C  3.17479  -0.40729  3.14567
H  2.50935  -0.81062  4.02472
C  3.63124  -1.35760  1.93122
H  4.41331  -0.99760  1.70722
H  3.49577  -2.33930  2.25891
H  4.16090  -0.01085  3.65872
H  1.36133  0.96101  0.86827
H  2.72611  -1.00051  -0.05060
H  1.50980  -2.85911  1.13613
C  0.31756  -2.41611  -1.01436
C  0.02252  -1.86106  -2.36428
N  0.85236  -0.58116  -2.71744
C  0.28742  -0.18282  -3.63367
C  -0.62858  -0.28128  -4.50359
C  -1.43918  -1.42304  -4.04279
C  -1.39581  -2.05442  -3.01191
H  -1.90719  -3.02166  -2.50889
H  -2.38726  -1.48377  -4.62349
H  -0.92579  0.44047  -5.30694
H  1.27310  0.81579  -3.89167
H  -0.33531  -3.34298  -1.12066
H  1.27204  -2.67567  -1.21471
H  -1.61481  -2.26463  1.18486
H  -1.68584  -1.49113  -0.34290
H  -1.08192  -0.79720  3.64593
H  0.03495  2.16234  4.34265
H  -1.52328  2.96738  4.05369
H  -1.49743  1.43175  4.76819

Results
Gap between HOMO and LUMO = 0.27699 hartree
Relative energy (zero: lowest compared OMol25 entry of this formula, charge and spin) = 563.94 kcal per mole
Lowest unoccupied orbital energy = -0.00493 Ha

The following is a quantum chemistry calculation of a structure of composition C15H20NO10P2SV, from the Open Molecules 2025 dataset.

Positions of all 50 atoms, in Å:
V  0.29223  0.33663  -0.43369
C  -1.42279  5.04806  -0.26627
C  -0.69512  3.71192  -0.31559
O  0.69781  3.97285  -0.18647
P  -1.22990  2.62358  1.05207
O  -1.27497  3.49420  2.39009
O  -2.72398  2.27710  0.79692
O  -0.26218  1.49466  1.24013
P  -1.10939  2.78979  -1.86533
O  -0.82689  3.84983  -3.04601
O  -2.56386  2.48071  -1.79003
O  -0.07032  1.69348  -2.00469
H  -1.20573  5.55688  0.67275
H  -2.49758  4.89681  -0.35883
H  -1.08115  5.66657  -1.09537
H  1.20157  3.15042  -0.28274
H  -0.54101  3.23639  2.96169
H  -2.87922  2.20148  -0.20542
H  0.03861  3.65947  -3.42778
O  1.79859  -2.66189  2.07368
C  2.42851  -1.83674  1.44929
N  1.94150  -0.87394  0.60979
S  3.09833  -0.05026  -0.13652
O  3.25774  -0.43422  -1.51851
O  2.82584  1.36535  0.06808
C  4.46002  -0.69652  0.79564
C  5.80808  -0.40681  0.76496
C  6.64585  -1.16847  1.57104
C  6.12944  -2.19225  2.36197
C  4.76833  -2.47272  2.36679
C  3.93415  -1.70945  1.57347
H  6.19608  0.38453  0.13702
H  7.70930  -0.96718  1.58190
H  6.80124  -2.77563  2.97917
H  4.34538  -3.26444  2.97188
C  -2.92673  -4.11601  -1.15794
C  -3.43806  -2.69493  -0.88214
C  -4.25016  -2.69349  0.42021
C  -4.33469  -2.24121  -2.04195
C  -2.29484  -1.77562  -0.75013
C  -1.35388  -1.00993  -0.63230
H  -3.76395  -4.81505  -1.25229
H  -2.27877  -4.44796  -0.34592
H  -2.34687  -4.13556  -2.08176
H  -5.10560  -3.37191  0.34058
H  -4.61636  -1.68893  0.63605
H  -3.62424  -3.01177  1.25478
H  -5.19723  -2.90741  -2.14612
H  -3.77201  -2.24548  -2.97651
H  -4.69110  -1.22496  -1.86967

Results
Gap between HOMO and LUMO (alpha / beta) = 0.25445 / 0.29466 hartree
Net charge = -1
Relative energy (zero: lowest compared OMol25 entry of this formula, charge and spin) = 1.27 kcal per mole
2S+1 = 4
Lowest unoccupied orbital energy (alpha / beta) = 0.09346 / 0.09342 Ha

The following is a quantum chemistry calculation of a cluster of 11 separate species, C14H55N5O9 in total, from the Open Molecules 2025 dataset.

Positions of all 83 atoms, in Å:
N  23.47811  27.58791  -2.72035
H  22.57701  27.75458  -3.14501
H  23.67653  26.61403  -2.54064
H  23.67751  28.12536  -1.88880
H  24.06415  28.07240  -3.38513
N  21.20890  31.99186  -1.98149
H  20.64539  31.86349  -1.15318
H  20.92446  31.22022  -2.56782
H  22.06136  31.73275  -1.50581
H  21.22593  32.95904  -2.27194
C  25.64512  29.82751  1.24480
O  24.56683  30.31655  0.44749
H  25.96846  30.47048  2.06342
H  25.29892  28.88744  1.67436
H  26.54105  29.67311  0.64351
C  19.51423  29.09994  -5.60345
O  19.70327  28.97632  -4.23020
H  18.46094  29.33139  -5.76193
H  20.16941  29.83908  -6.06444
H  19.67568  28.15340  -6.11928
O  21.88936  24.31326  0.31630
H  21.88510  25.11344  0.84157
H  21.16004  24.42285  -0.29389
O  21.70040  27.68376  1.94932
H  21.23106  27.90532  2.75360
H  22.29125  28.42285  1.80489
O  25.38556  32.41497  -3.54127
H  25.34724  31.84447  -2.77362
H  26.30103  32.38245  -3.81898
O  19.12729  25.04020  -2.82417
H  18.21033  24.76988  -2.77551
H  19.09274  25.95968  -3.08794
C  28.54058  25.21738  -0.62148
C  27.76597  23.93261  -0.60035
C  27.60434  23.31804  0.82503
O  28.92476  23.16561  1.41754
C  29.40192  21.84832  1.07509
N  26.44174  24.24552  -1.16331
H  29.58325  24.98297  -0.40704
H  28.42726  25.99944  0.12929
H  28.57370  25.64573  -1.62324
H  28.18837  23.14026  -1.21831
H  26.90699  22.48236  0.88361
H  27.16256  24.11351  1.42517
H  28.76452  21.35498  0.34130
H  29.11903  21.28933  1.96704
H  30.47494  21.75747  0.90634
H  26.00652  23.54823  -1.75022
H  25.79742  24.29640  -0.38719
C  25.18547  29.37452  -7.58376
C  25.71503  28.10164  -6.89945
C  26.77877  27.31508  -7.67512
O  26.88663  26.00098  -7.14540
C  28.05816  25.72059  -6.40067
N  26.33270  28.42426  -5.65681
H  25.96101  30.04972  -7.94535
H  24.76039  30.12724  -6.91982
H  24.47190  29.00161  -8.31850
H  24.90340  27.40105  -6.70317
H  27.71970  27.85647  -7.77325
H  26.29045  27.31775  -8.64961
H  27.89113  24.84495  -5.77339
H  28.42457  26.50571  -5.73929
H  28.89369  25.52409  -7.07250
H  26.95364  27.70999  -5.30416
H  26.87247  29.23804  -5.91474
C  22.23982  23.02186  -6.36089
C  23.39198  22.54621  -5.45194
C  22.89501  21.53584  -4.41963
O  23.94210  21.22939  -3.49227
C  23.54028  20.32708  -2.54426
N  24.45886  21.97649  -6.27093
H  22.44472  23.80587  -7.08989
H  21.49752  23.54200  -5.75545
H  21.77557  22.27693  -7.00715
H  23.75364  23.48790  -5.03898
H  22.47628  20.63433  -4.86689
H  22.03352  21.97920  -3.92027
H  23.67880  19.34508  -2.99660
H  22.49644  20.35705  -2.23183
H  24.13477  20.38238  -1.63232
H  25.01977  22.69949  -6.69844
H  25.01990  21.45836  -5.60997

Results
Gap between HOMO and LUMO = 0.19013 hartree
Relative energy (zero: lowest compared OMol25 entry of this formula, charge and spin) = 140.33 kcal per mole
Lowest unoccupied orbital energy = -0.03334 Ha

Number 3 is which compound?
C14H55N5O9

What is the relative energy (zero: lowest compared OMol25 entry of this formula, charge and spin) in the second record?
1.27 kcal per mole

Which of these has the lowest relative energy (zero: lowest compared OMol25 entry of this formula, charge and spin)?
C15H20NO10P2SV

The lowest relative energy (zero: lowest compared OMol25 entry of this formula, charge and spin) belongs to which entry?
C15H20NO10P2SV